Molecular formula: C5H15NO2
Method: DFT, the ωB97M-V functional and the def2-TZVPD basis

Geometry (Å):
1 C 0.7115 0.3750 2.7209
2 C -0.3407 0.0724 1.6328
3 N -1.0262 -1.1871 1.8622
4 C 0.3759 0.0087 0.2987
5 C -0.4268 -0.5658 -0.8793
6 C 0.4206 -0.8036 -2.1248
7 O 1.4852 0.1345 -2.3512
8 H 1.4740 -0.4099 2.7531
9 H 1.1359 1.3618 2.4992
10 H 0.2567 0.4037 3.7224
11 H -1.0872 0.8710 1.6103
12 H -1.1872 -1.3633 2.8359
13 H -0.5759 -1.9463 1.3837
14 H 1.2982 -0.5588 0.4045
15 H 0.7131 1.0032 0.0203
16 H -0.7478 -1.5637 -0.6067
17 H -1.3857 -0.0403 -0.9275
18 H -0.1632 -0.7165 -3.0438
19 H 0.8569 -1.7997 -2.1149
20 H 1.8606 0.5192 -1.5553
21 O -1.5684 2.0305 -2.8489
22 H -0.8883 2.5948 -3.2207
23 H -1.1912 1.5803 -2.0709

Atoms 1-3, force components in eV/Å:
C -0.65 0.29 -0.01
C 0.57 -0.40 0.44
N -0.47 0.39 -0.37

Its relative energy (zero: lowest compared OMol25 entry of this formula, charge and spin) is 1.110 eV. For the HOMO-LUMO gap, the calculation gives 0.36985 Eh. For the total energy, the calculation gives -11012.836 eV. The HOMO energy is -9.3 eV.

=====

Molecular formula: C5H15NO2
Method: DFT, the ωB97M-V functional and the def2-TZVPD basis

Geometry (Å):
1 C 1.8617 -1.2904 -2.2680
2 C 1.7041 -0.0469 -1.3621
3 C 1.1449 -0.3378 -0.0156
4 C 1.3877 -1.3512 0.8050
5 N 0.8801 -1.3048 2.1374
6 C 1.7292 -1.7875 3.2395
7 H 0.8892 -1.7439 -2.4669
8 H 2.2822 -1.0021 -3.2287
9 H 2.4649 -2.0585 -1.7771
10 H 0.9957 0.5236 -1.9692
11 H 2.6617 0.4772 -1.3559
12 H 0.6944 0.5264 0.4705
13 H 1.9273 -2.2713 0.6332
14 H 0.5373 -0.3910 2.3842
15 H 1.1024 -1.6899 4.1248
16 H 2.6829 -1.2670 3.2730
17 H 1.8328 -2.8716 3.1640
18 O -5.2244 2.8566 0.4778
19 H -4.4197 2.8953 1.0154
20 H -5.1474 2.1247 -0.1484
21 O -3.8604 3.2226 -2.0457
22 H -3.4639 3.0706 -2.8941
23 H -4.6626 3.7170 -2.1932

Atoms 1-3, force components in eV/Å:
C -0.01 -0.15 0.64
C -0.55 -1.27 -1.76
C 0.81 0.81 0.20

Its relative energy (zero: lowest compared OMol25 entry of this formula, charge and spin) is 1.800 eV. For the HOMO-LUMO gap, the calculation gives 0.31614 Eh. For the total energy, the calculation gives -11012.147 eV. The HOMO energy is -7.9 eV.